Entry 1:
The following is a quantum chemistry calculation of one molecule with the formula C3H5N3 in a non-equilibrium geometry, from the Open Molecules 2025 dataset.

energy above the lowest of the compared OMol25 structures with the same formula, charge and spin = 42.9 kcal per mole

```
11
Properties=species:S:1:pos:R:3:mulliken_charge:R:1
C -1.64 -0.07 0.12 -0.698
N -0.22 -0.20 -0.16 0.549
C 0.69 0.77 0.08 -0.057
C 1.90 0.09 0.05 -0.416
N 1.64 -1.20 -0.27 -0.339
N 0.35 -1.37 -0.40 -0.557
H -2.22 -0.50 -0.69 0.268
H -1.84 -0.59 1.06 0.274
H -1.88 0.99 0.26 0.300
H 0.32 1.67 -0.34 0.280
H 2.91 0.40 0.28 0.395
```

---

Entry 2:
The following is a quantum chemistry calculation of a 2-piece molecular cluster, C7H7F10NO5S2 overall in a non-equilibrium geometry, from the Open Molecules 2025 dataset.

energy above the lowest of the compared OMol25 structures with the same formula, charge and spin = 2.9 kcal per mole

```
32
Properties=species:S:1:pos:R:3:mulliken_charge:R:1
O -2.51 -1.52 -0.47 -0.350
C -1.56 -1.98 0.02 0.185
N -1.48 -3.28 0.58 -0.220
C -1.37 -4.40 -0.33 0.823
F -1.98 -5.44 0.27 -0.267
F -1.97 -4.18 -1.51 -0.261
F -0.11 -4.74 -0.58 -0.195
O -0.48 -1.12 0.32 -0.164
S 1.02 -1.31 -0.15 1.060
O 1.72 -0.17 0.32 -0.531
O 1.48 -2.61 0.14 -0.541
C 1.01 -1.21 -2.02 0.449
F 0.86 -2.49 -2.43 -0.216
F 2.23 -0.78 -2.35 -0.251
C -0.06 -0.37 -2.80 0.686
F 0.47 -0.20 -4.04 -0.282
F -1.19 -1.09 -2.92 -0.224
C -0.39 1.06 -2.27 0.644
F -1.35 1.01 -1.35 -0.204
F -0.81 1.81 -3.28 -0.263
F 0.72 1.59 -1.74 -0.235
H -2.37 -3.41 1.05 0.370
C 0.74 2.88 1.35 -0.703
S -0.16 3.25 2.85 0.516
O -1.03 4.42 2.56 -0.632
C 1.26 3.87 3.77 -0.923
H 0.02 2.51 0.62 0.042
H 1.22 3.78 0.97 0.418
H 1.48 2.10 1.55 0.318
H 1.70 4.71 3.22 0.287
H 1.99 3.07 3.89 0.331
H 0.91 4.21 4.74 0.335
```

---

Entry 3:
The following is a quantum chemistry calculation of a 11-piece molecular cluster, C36H86N8O14 overall in a non-equilibrium geometry, from the Open Molecules 2025 dataset.

E = -79299.1768 eV
total charge = +1
<S²> = 0.769
multiplicity = 2

```
144
Properties=species:S:1:pos:R:3:mulliken_charge:R:1
C -2.47 29.47 -15.42 -0.424
O -3.17 28.57 -16.32 -0.420
C -2.98 27.14 -16.15 0.100
C -3.85 26.28 -17.10 -0.917
O -3.76 24.89 -16.85 -0.239
C -4.45 24.14 -17.78 -0.900
H -2.81 30.50 -15.56 0.256
H -1.40 29.37 -15.62 0.380
H -2.45 29.27 -14.35 0.109
H -3.29 26.77 -15.17 -0.029
H -1.92 26.96 -16.35 0.336
H -3.89 26.61 -18.14 0.464
H -4.90 26.43 -16.84 0.340
H -4.03 23.14 -17.69 0.246
H -4.05 24.28 -18.79 0.390
H -5.53 24.27 -17.80 0.349
C 4.08 27.90 -11.02 -1.006
O 3.27 27.56 -9.95 0.247
C 3.76 26.61 -9.00 0.467
C 4.75 27.35 -7.95 -0.852
O 6.12 27.41 -8.26 -0.403
C 6.86 27.59 -7.05 -0.806
H 3.62 28.67 -11.64 0.225
H 4.20 27.10 -11.75 0.296
H 4.97 28.39 -10.65 0.326
H 4.21 25.74 -9.47 0.365
H 2.93 26.27 -8.38 -0.540
H 4.40 27.18 -6.93 0.575
H 4.43 28.39 -8.06 0.163
H 6.70 28.54 -6.54 0.293
H 7.90 27.83 -7.26 0.336
H 6.75 26.79 -6.32 0.325
C 1.51 25.33 -11.86 0.405
O 2.07 24.54 -10.81 -0.093
C 1.44 23.24 -10.85 -0.385
C 2.05 22.07 -10.06 -0.851
O 1.48 22.06 -8.76 -0.409
C 2.32 22.96 -8.07 -0.427
H 1.84 26.35 -11.66 -0.335
H 0.43 25.39 -11.74 -0.400
H 1.86 24.98 -12.83 0.385
H 1.38 22.93 -11.89 0.426
H 0.38 23.43 -10.69 0.312
H 3.13 22.00 -10.18 0.365
H 1.81 21.13 -10.56 0.414
H 3.40 22.94 -8.24 0.329
H 2.22 22.74 -7.00 0.369
H 2.06 24.02 -8.11 -0.159
C -0.43 27.19 -9.49 -0.030
C -0.81 28.03 -10.67 0.754
O -0.96 27.53 -11.79 -0.831
N -0.82 29.37 -10.46 1.738
C -1.21 30.32 -11.52 -1.173
H 0.50 27.57 -9.09 -0.008
H -0.23 26.15 -9.74 -0.114
H -1.12 27.08 -8.66 0.121
H -0.46 29.66 -9.57 -0.637
H -1.52 31.22 -11.00 0.021
H -2.04 29.96 -12.14 0.086
H -0.34 30.49 -12.16 0.552
C 1.33 28.08 -5.75 0.795
C 1.34 27.22 -4.47 0.059
O 1.94 27.65 -3.51 -0.720
N 0.92 26.01 -4.39 -0.105
C 0.29 25.26 -5.47 -0.339
H 1.06 29.10 -5.47 -0.160
H 0.59 27.80 -6.49 -0.163
H 2.23 27.99 -6.36 -0.166
H 1.24 25.51 -3.57 0.267
H 0.03 24.23 -5.26 0.359
H 0.95 25.23 -6.34 -0.062
H -0.67 25.72 -5.73 0.180
C 1.81 31.97 -10.42 -1.352
C 1.71 31.44 -8.97 0.643
O 0.69 30.82 -8.60 -0.569
N 2.65 31.83 -8.13 -0.097
C 2.68 31.43 -6.84 -1.351
H 1.43 31.15 -11.04 0.005
H 2.76 32.30 -10.84 0.508
H 1.11 32.80 -10.51 0.412
H 3.28 32.55 -8.45 0.275
H 2.23 30.44 -6.72 0.406
H 2.17 32.18 -6.23 0.586
H 3.76 31.42 -6.69 0.381
C -2.49 22.13 -15.09 -1.016
C -2.36 22.85 -13.80 0.854
O -1.73 22.33 -12.86 -0.285
N -2.87 24.08 -13.74 0.272
C -2.62 25.04 -12.75 -0.522
H -2.25 22.81 -15.91 0.210
H -3.51 21.75 -15.16 0.374
H -1.85 21.29 -15.39 0.397
H -3.48 24.35 -14.49 0.217
H -2.22 25.95 -13.20 0.235
H -1.87 24.70 -12.04 -0.090
H -3.61 25.24 -12.32 0.395
C -3.93 25.60 -9.27 -0.404
C -5.45 25.73 -9.22 0.619
O -6.18 25.43 -10.11 -0.677
N -5.96 26.21 -8.10 -0.210
C -7.42 26.58 -7.99 -0.913
H -3.72 25.10 -8.32 0.443
H -3.49 26.59 -9.40 -0.062
H -3.40 25.07 -10.06 -0.047
H -5.33 26.68 -7.47 0.225
H -8.08 25.81 -8.38 0.302
H -7.77 27.45 -8.54 0.299
H -7.68 26.83 -6.96 0.366
C -2.65 29.96 -6.03 -0.826
C -3.19 29.22 -7.31 0.415
O -2.79 28.10 -7.64 -0.562
N -3.99 29.90 -8.15 -0.092
C -4.40 29.67 -9.48 -0.658
H -2.77 29.25 -5.20 0.370
H -2.99 30.96 -5.75 0.423
H -1.61 29.87 -6.32 -0.040
H -4.34 30.78 -7.81 0.279
H -3.99 30.53 -10.01 0.243
H -5.49 29.71 -9.45 0.353
H -4.08 28.75 -9.97 0.064
C 2.47 33.11 -14.26 -1.192
C 0.96 32.91 -14.32 0.748
O 0.46 31.92 -14.81 -0.620
N 0.26 33.83 -13.66 -0.120
C -1.17 33.81 -13.60 -0.818
H 2.77 33.68 -15.13 0.354
H 2.89 32.10 -14.23 0.289
H 2.78 33.54 -13.31 0.333
H 0.74 34.69 -13.41 0.273
H -1.61 33.44 -14.53 0.266
H -1.52 34.83 -13.43 0.410
H -1.58 33.27 -12.75 0.112
C -1.69 33.05 -8.27 -0.131
C -1.32 33.28 -6.87 0.535
O -2.14 33.86 -6.10 -0.713
N -0.28 32.66 -6.32 0.030
C -0.19 32.34 -4.89 -0.911
H -2.53 32.42 -8.56 -0.143
H -0.78 32.83 -8.82 -0.118
H -2.00 34.04 -8.62 0.432
H 0.31 32.08 -6.89 -0.127
H -0.42 33.20 -4.26 0.380
H 0.83 32.01 -4.65 0.342
H -0.74 31.46 -4.57 0.167
```

---

Entry 4:
The following is a quantum chemistry calculation of C20H50Ba2NO9 as an isolated structure in a non-equilibrium geometry, from the Open Molecules 2025 dataset.

total charge = +3
energy above the lowest of the compared OMol25 structures with the same formula, charge and spin = 24.9 kcal per mole

```
82
Properties=species:S:1:pos:R:3:mulliken_charge:R:1
Ba 7.66 9.08 -5.86 1.845
Ba 11.57 8.87 -3.43 1.802
O 7.91 10.61 -1.71 -0.181
C 9.02 10.47 -2.40 0.879
O 8.94 9.98 -3.63 -0.727
O 10.13 10.76 -1.94 -0.764
H 7.17 10.37 -2.29 -0.009
C 10.46 13.86 -3.81 -0.633
C 9.65 14.91 -3.10 0.201
O 8.86 15.69 -4.04 -0.622
H 10.88 13.21 -3.02 -0.008
H 11.27 14.28 -4.39 0.399
H 9.90 13.14 -4.44 0.251
H 10.33 15.65 -2.70 0.275
H 8.99 14.52 -2.33 -0.089
H 8.79 15.19 -4.86 0.318
C 6.07 13.17 -1.91 0.144
C 5.48 13.99 -3.06 -0.379
O 6.12 15.24 -3.19 -0.485
H 5.74 13.58 -0.96 0.343
H 7.16 13.19 -1.98 -0.217
H 5.75 12.12 -1.96 -0.190
H 4.45 14.24 -2.81 0.320
H 5.55 13.42 -4.00 0.195
H 6.92 15.22 -3.73 0.267
C 10.52 13.13 1.89 -1.220
C 10.03 13.67 0.55 -0.009
O 10.93 13.28 -0.50 -0.313
H 10.41 12.05 1.93 0.286
H 9.96 13.59 2.71 0.423
H 11.55 13.45 2.06 0.256
H 10.00 14.75 0.56 0.399
H 9.04 13.24 0.33 0.105
H 10.89 12.33 -0.63 -0.024
C 14.46 11.76 0.12 -0.998
C 14.08 11.46 -1.32 -0.138
O 13.10 10.35 -1.31 -0.483
H 15.41 12.27 0.24 0.380
H 14.47 10.84 0.71 0.296
H 13.74 12.45 0.57 0.190
H 14.93 11.18 -1.93 0.382
H 13.54 12.32 -1.72 0.211
H 12.37 10.64 -0.74 0.256
C 3.45 8.75 -4.02 -1.005
C 4.50 9.79 -3.74 -0.330
O 5.86 9.19 -3.81 -0.337
H 2.46 9.19 -4.02 0.395
H 3.45 8.00 -3.22 0.229
H 3.71 8.20 -4.93 0.265
H 4.39 10.20 -2.73 0.142
H 4.46 10.64 -4.42 0.511
H 5.82 8.48 -3.15 0.231
C 4.31 6.80 0.78 -1.723
C 5.73 6.78 0.20 1.856
C 6.74 6.72 1.33 -1.222
C 6.80 5.36 2.01 -0.781
C 7.05 4.24 1.00 -1.173
C 6.21 4.29 -0.28 1.630
N 6.05 5.70 -0.71 0.441
O 5.21 5.76 -1.86 -0.445
C 7.02 3.61 -1.39 -1.981
C 4.85 3.62 -0.03 -1.703
C 5.96 8.11 -0.52 -1.939
H 3.57 6.67 -0.01 0.323
H 4.17 7.72 1.34 0.484
H 4.20 5.99 1.50 0.357
H 7.77 6.90 0.97 0.289
H 6.63 7.49 2.09 0.500
H 5.91 5.19 2.63 0.350
H 7.64 5.34 2.71 0.441
H 6.96 3.28 1.53 0.373
H 8.10 4.28 0.69 0.405
H 6.45 3.45 -2.31 0.385
H 7.92 4.19 -1.60 0.391
H 7.36 2.64 -1.03 0.449
H 4.52 3.81 0.99 0.380
H 4.13 3.89 -0.80 0.282
H 4.98 2.53 -0.10 0.505
H 5.32 8.19 -1.41 -0.143
H 7.01 8.17 -0.87 0.500
H 5.71 8.96 0.11 0.490
H 5.84 5.98 -2.55 0.246
```